Entry from OMol25: a 4-piece molecular cluster, C30H63BrN5OS2 overall at a distorted geometry (the ωB97M-V functional and the def2-TZVPD basis).

Summary:
multiplicity: 1
total charge: +1
energy: -4899.963703 Ha
LUMO: -4.600 eV
Kohn-Sham gap: 7.78 eV

Structure (XYZ):
```
102
Properties=species:S:1:pos:R:3:mulliken_charge:R:1
C -0.8106 -6.5172 -0.9462 -1.03
C -1.9301 -5.7432 -1.6300 -0.18
C -1.9313 -4.2217 -1.4215 -1.33
C -0.6791 -3.4302 -1.8816 0.91
C 0.1190 -4.0989 -3.0134 -1.86
C 0.3042 -2.9822 -0.7854 -0.30
C 0.6253 -3.8162 0.4410 0.53
S -0.7253 -3.9985 1.6371 -0.26
N 1.5391 -2.8366 1.1491 -0.36
Br 3.3594 -2.9270 0.7633 0.07
C 0.9192 -1.6313 0.9053 -0.28
N 1.0285 -0.6049 1.7107 -0.10
N 0.1955 -1.6021 -0.2350 0.35
C 0.3882 -0.4968 -1.1775 -1.55
C 1.8310 -0.0617 -1.4535 -0.37
S 2.2237 -0.2122 -3.2418 -0.16
C 3.8531 -0.8452 -3.2353 0.34
N 4.9360 -0.3241 -3.6319 -0.27
N 5.9249 -1.2681 -3.3877 -0.41
C 5.3677 -2.2659 -2.8606 -0.04
O 4.0132 -2.0861 -2.7258 -0.12
H -0.9917 -7.5836 -1.0251 0.50
H 0.1719 -6.2956 -1.3476 0.27
H -0.7758 -6.2823 0.1155 0.08
H -1.9478 -5.9856 -2.6872 0.49
H -2.8653 -6.0945 -1.2006 0.02
H -2.7422 -3.8653 -2.0532 0.38
H -2.2358 -3.9833 -0.4090 0.33
H -1.0596 -2.5117 -2.3200 0.52
H 0.5176 -3.2955 -3.6310 0.39
H 0.9839 -4.6415 -2.6489 0.38
H -0.5103 -4.6924 -3.6608 0.45
H 1.2633 -2.9559 -1.3245 -0.23
H 1.2310 -4.6853 0.2298 0.49
H -0.2606 -4.8614 2.5566 0.22
H 1.2506 -0.7585 2.6829 0.32
H 0.8691 0.3381 1.3921 0.23
H -0.0716 -0.7547 -2.1226 0.66
H -0.1768 0.3615 -0.8221 0.44
H 1.9534 0.9907 -1.2246 0.63
H 2.5984 -0.5890 -0.8934 0.30
H 5.7942 -3.1835 -2.5127 0.44
C -3.6883 -7.5291 4.5572 -1.35
C -3.2215 -7.2033 3.1416 -0.24
C -3.9339 -5.9986 2.5280 0.33
C -5.4439 -6.1554 2.3520 -0.92
C -5.8679 -7.3510 1.5015 -0.47
C -5.3621 -7.2810 0.0631 -0.87
H -4.7440 -7.7997 4.5810 0.30
H -3.1249 -8.3703 4.9622 0.40
H -3.5396 -6.6760 5.2225 0.31
H -3.3454 -8.0818 2.5031 0.30
H -2.1463 -6.9943 3.1669 0.23
H -3.4755 -5.7751 1.5581 -0.44
H -3.7487 -5.1195 3.1564 0.44
H -5.8362 -5.2393 1.8992 0.39
H -5.9207 -6.2305 3.3328 0.36
H -6.9593 -7.3934 1.4876 0.36
H -5.5331 -8.2838 1.9624 0.25
H -5.7139 -6.3717 -0.4296 0.30
H -5.7230 -8.1338 -0.5126 0.41
H -4.2707 -7.2942 0.0183 0.00
C 0.1371 2.9973 -3.9401 -1.10
C 1.2212 3.7785 -3.2046 -0.59
C 0.7803 4.2767 -1.8290 0.13
C -0.3933 5.2569 -1.8351 -0.79
C -0.1790 6.5232 -2.6615 -0.58
C 0.9711 7.3902 -2.1577 -0.99
H -0.7398 3.6102 -4.1495 0.40
H 0.5141 2.6273 -4.8942 0.36
H -0.1826 2.1336 -3.3470 0.08
H 1.5550 4.6140 -3.8234 0.35
H 2.0930 3.1294 -3.0741 0.39
H 1.6376 4.7370 -1.3296 0.27
H 0.5028 3.4113 -1.2105 -0.01
H -0.6081 5.5414 -0.8003 0.27
H -1.2918 4.7483 -2.1975 0.39
H -1.0991 7.1113 -2.6304 0.43
H -0.0152 6.2692 -3.7123 0.25
H 0.8083 7.6850 -1.1188 0.10
H 1.0527 8.2986 -2.7550 0.43
H 1.9280 6.8685 -2.2198 0.28
C 4.0850 9.5865 3.7241 -1.23
C 3.5957 9.1464 2.3472 -0.38
C 2.0732 9.0908 2.2324 -0.36
C 1.3898 8.0931 3.1689 -0.76
C 1.8594 6.6474 3.0218 -0.61
C 1.5826 6.0627 1.6400 -0.85
H 3.7823 8.8865 4.5044 0.28
H 5.1737 9.6468 3.7420 0.38
H 3.6918 10.5724 3.9790 0.30
H 4.0311 8.1745 2.0971 0.24
H 3.9716 9.8495 1.5999 0.38
H 1.8055 8.8621 1.1960 -0.01
H 1.6660 10.0863 2.4322 0.40
H 0.3104 8.1360 2.9914 0.36
H 1.5341 8.4070 4.2060 0.35
H 1.3441 6.0396 3.7710 0.37
H 2.9262 6.5679 3.2467 0.32
H 0.5155 6.0994 1.4088 0.23
H 1.8999 5.0178 1.5982 0.37
H 2.1210 6.6005 0.8582 0.19
```

=====

Entry from OMol25: a 7-piece molecular cluster, C30H63F3O20 overall at a distorted geometry (the ωB97M-V functional and the def2-TZVPD basis).

Summary:
multiplicity: 1
total charge: -2
energy: -2984.870743 Ha
LUMO: 3.097 eV
Kohn-Sham gap: 4.45 eV

Structure (XYZ):
```
116
Properties=species:S:1:pos:R:3:mulliken_charge:R:1
O 9.9574 -3.4891 19.7306 -0.45
C 10.1113 -2.2446 19.4589 0.65
O 10.0513 -1.5090 20.4217 -0.77
O 10.1977 -1.8518 18.2831 -0.76
H 9.8024 -3.9006 18.8772 0.32
O 6.2402 -7.6596 14.9934 -0.47
C 6.6170 -6.3846 14.7849 0.66
O 7.5477 -6.0196 15.5397 -0.75
O 6.2489 -5.7260 13.8030 -0.76
H 6.7435 -7.5979 15.8086 0.31
C 8.9674 -9.4789 21.6737 -0.64
O 7.6630 -10.0737 21.7503 -0.40
C 6.5614 -9.2369 22.2603 -0.37
C 6.4723 -8.0161 21.2278 -0.52
O 5.2116 -7.3637 21.5369 -0.33
C 4.4304 -6.7859 20.5580 -0.53
C 3.0546 -6.2586 21.0339 -0.59
O 3.1590 -5.2095 22.0152 -0.30
C 1.8958 -4.8276 22.5507 -0.73
H 9.1739 -8.9985 22.6300 0.31
H 8.9976 -8.6968 20.9150 0.28
H 9.6615 -10.2693 21.3881 0.21
H 6.8655 -8.9038 23.2526 0.27
H 5.6129 -9.7549 22.4022 0.30
H 6.4555 -8.3317 20.1846 0.39
H 7.2807 -7.3340 21.4909 0.32
H 4.2934 -7.6841 19.9559 0.34
H 5.0862 -6.1667 19.9459 0.43
H 2.7057 -7.1971 21.4647 0.26
H 2.2864 -6.1069 20.2757 0.45
H 1.9476 -4.0585 23.3213 0.25
H 1.3535 -5.7025 22.9093 0.31
H 1.3424 -4.3563 21.7385 0.29
C 9.9868 -1.8617 7.5582 -0.86
O 10.5050 -2.7071 8.5504 -0.28
C 11.2677 -3.7669 7.9094 -0.47
C 11.6902 -4.8678 8.9672 -0.45
O 10.7541 -5.1483 9.9899 -0.35
C 11.1818 -6.3877 10.7475 -0.65
C 12.4207 -6.1944 11.6441 -0.56
O 12.3943 -4.9097 12.2077 -0.25
C 13.2261 -4.7605 13.3151 -0.86
H 9.6153 -0.9761 8.0737 0.30
H 9.1291 -2.1619 6.9562 0.33
H 10.6328 -1.4643 6.7753 0.32
H 12.1746 -3.3141 7.5087 0.32
H 10.5383 -4.1879 7.2174 0.31
H 12.6727 -4.6355 9.3781 0.24
H 11.8491 -5.8176 8.4566 0.36
H 11.4570 -7.2120 10.0896 0.35
H 10.4101 -6.9009 11.3212 0.50
H 13.3164 -6.5503 11.1349 0.32
H 12.1211 -6.8960 12.4226 0.41
H 12.9730 -5.5457 14.0275 0.33
H 12.9761 -3.8316 13.8277 0.30
H 14.2948 -4.9715 13.2772 0.33
C -0.0997 -12.3367 9.4360 -0.78
O 1.0787 -11.4035 9.3892 -0.29
C 1.2557 -10.8941 10.7290 -0.30
C 2.3115 -9.7197 10.7444 -0.75
O 2.2903 -8.6684 9.6925 -0.29
C 2.6928 -9.0329 8.3626 -0.45
C 2.5937 -7.8169 7.3755 -0.59
O 3.1628 -6.6277 7.9531 -0.29
C 4.5476 -6.5838 8.1982 -0.73
H -0.3197 -12.8876 10.3505 0.32
H 0.1237 -12.9376 8.5545 0.23
H -0.9696 -11.6819 9.3846 0.32
H 1.6942 -11.6717 11.3544 0.33
H 0.3332 -10.5078 11.1625 0.36
H 3.3085 -10.1534 10.6668 0.33
H 2.2938 -9.2123 11.7090 0.38
H 2.2144 -9.9250 7.9585 0.34
H 3.7690 -9.2006 8.4029 0.30
H 1.5192 -7.7688 7.1984 0.35
H 3.0205 -8.1681 6.4361 0.35
H 4.9765 -5.6835 8.6382 0.28
H 5.1259 -6.7918 7.2980 0.32
H 4.9197 -7.3778 8.8457 0.27
C 1.7817 -1.1255 14.9289 -0.73
O 0.8800 -0.6776 13.9591 -0.31
C -0.3482 -0.2334 14.5896 -0.61
C -1.4197 0.1715 13.5161 -0.64
O -1.5097 -0.8121 12.5830 -0.22
C -2.2799 -0.3622 11.5103 -0.48
C -2.5866 -1.4380 10.4753 -0.70
O -1.4023 -2.1461 10.0071 -0.31
C -0.9514 -1.7405 8.7457 -0.74
H 2.7861 -1.4144 14.6193 0.29
H 1.3483 -2.0529 15.3032 0.30
H 1.8020 -0.4289 15.7670 0.28
H -0.1501 0.6926 15.1294 0.39
H -0.7316 -0.9975 15.2658 0.38
H -1.1105 1.1243 13.0863 0.35
H -2.3952 0.3864 13.9522 0.40
H -1.6728 0.3740 10.9836 0.34
H -3.1570 0.2264 11.7792 0.40
H -3.3148 -1.0658 9.7546 0.43
H -3.1890 -2.1250 11.0697 0.32
H -1.5155 -2.2912 7.9931 0.28
H -0.0214 -2.2352 8.4657 0.29
H -1.0610 -0.6748 8.5445 0.30
C 7.3540 -13.1325 15.1774 -1.05
C 8.4365 -13.0106 14.1072 -0.32
O 9.6574 -13.2778 14.6375 -0.21
C 10.5225 -13.9656 14.0145 0.41
O 10.5404 -14.3898 12.9138 -0.52
C 11.8132 -14.2952 14.9067 0.82
F 12.8403 -13.6298 14.3305 -0.26
F 11.6922 -13.7919 16.1354 -0.22
F 12.1595 -15.6287 14.8623 -0.25
H 6.3642 -13.0862 14.7231 0.34
H 7.5874 -12.2639 15.7932 0.28
H 7.3991 -13.9761 15.8662 0.33
H 8.5169 -12.0115 13.6791 0.33
H 8.1017 -13.6074 13.2587 0.32
```

=====

Entry from OMol25: a 5-piece molecular cluster, C30H64N3O5 overall at a distorted geometry (the ωB97M-V functional and the def2-TZVPD basis).

Summary:
multiplicity: 1
total charge: +1
energy: -1721.557313 Ha
LUMO: -2.686 eV
Kohn-Sham gap: 2.98 eV

Structure (XYZ):
```
102
Properties=species:S:1:pos:R:3:mulliken_charge:R:1
C 8.6442 -2.0426 3.0234 -1.50
C 7.1855 -1.7412 2.7064 -0.34
C 6.4800 -0.9909 3.8794 -0.73
N 4.9883 -1.1668 3.9628 0.24
C 4.3170 -0.7817 2.6096 -0.99
C 2.7889 -0.9733 2.6211 -0.29
C 2.0807 -0.2746 3.8176 -0.01
C 2.8366 -0.4400 5.1200 -0.92
C 4.3415 -0.2586 5.0365 -0.72
C 4.7472 -2.6271 4.3312 -0.95
H 8.7113 -2.7079 3.8882 0.37
H 9.1913 -1.1272 3.2645 0.35
H 9.1339 -2.5155 2.1770 0.40
H 6.6983 -2.6775 2.4264 0.37
H 7.1775 -1.1043 1.8223 0.36
H 6.6394 0.0922 3.8199 0.46
H 6.8782 -1.3151 4.8503 0.43
H 4.5810 0.2679 2.4398 0.42
H 4.7709 -1.3986 1.8384 0.45
H 2.4075 -0.5693 1.6773 0.45
H 2.5805 -2.0536 2.6085 0.21
H 1.9872 0.7885 3.5759 0.22
H 1.0511 -0.6119 3.9583 -0.03
H 2.4917 0.3494 5.8000 0.47
H 2.5852 -1.3758 5.6220 0.33
H 4.5071 0.7649 4.6765 0.41
H 4.8685 -0.3677 5.9936 0.46
H 5.3732 -3.3029 3.7666 0.34
H 3.7086 -2.8363 4.1296 0.41
H 4.9316 -2.7361 5.3951 0.35
C 0.1814 -1.7351 -2.5312 -1.33
C -0.9804 -2.1266 -1.5221 -0.25
C -0.5745 -1.8988 -0.0830 -0.50
N -1.6764 -2.1056 0.9854 0.32
C -2.1651 -3.5763 0.8981 -0.52
C -3.2614 -3.8786 1.9222 -0.77
C -2.7110 -3.5241 3.3157 -0.75
C -1.9665 -2.1722 3.4311 -0.76
C -0.9760 -1.9143 2.3084 -0.36
C -2.7812 -1.0651 0.8269 -0.98
H 0.0389 -2.2147 -3.4995 0.38
H 1.1354 -2.1002 -2.1351 0.45
H 0.2879 -0.6556 -2.6963 0.19
H -1.1969 -3.1902 -1.6695 0.42
H -1.9115 -1.6015 -1.7290 0.06
H -0.1924 -0.8798 0.0941 0.18
H 0.2087 -2.6145 0.1778 0.41
H -1.2418 -4.1258 1.1261 0.35
H -2.4231 -3.8218 -0.1341 0.40
H -3.4563 -4.9526 1.9096 0.43
H -4.1895 -3.3833 1.6327 0.36
H -1.9730 -4.3072 3.5451 0.30
H -3.4808 -3.6221 4.0910 0.38
H -1.3810 -2.1837 4.3550 0.41
H -2.6634 -1.3411 3.5541 0.40
H -0.1458 -2.6313 2.3623 0.23
H -0.5592 -0.8932 2.3297 0.27
H -3.1275 -1.0756 -0.1946 0.31
H -2.3080 -0.0924 1.0345 0.25
H -3.5998 -1.2412 1.5095 0.57
C -6.5125 2.5933 -6.2035 -1.40
C -5.2528 1.7222 -6.4424 -0.31
C -4.5862 1.1766 -5.1790 -0.64
N -3.1187 0.7034 -5.4046 0.08
C -2.0897 1.8439 -5.8593 -0.64
C -1.9066 2.8656 -4.7339 -0.70
C -1.4049 2.1995 -3.4384 -0.81
C -2.3092 1.0697 -2.9656 0.53
C -2.5951 0.0495 -4.0967 -0.90
C -3.1318 -0.3841 -6.4683 -1.05
H -6.2560 3.4238 -5.5313 0.36
H -7.3486 2.0587 -5.7505 0.35
H -6.8487 3.0413 -7.1345 0.39
H -4.5612 2.2721 -7.0912 0.23
H -5.5350 0.8215 -7.0107 0.37
H -5.1482 0.3058 -4.8342 0.40
H -4.5481 1.9008 -4.3713 0.45
H -2.4643 2.2628 -6.7807 0.57
H -1.1489 1.3181 -6.0481 0.44
H -2.8272 3.4512 -4.6090 0.26
H -1.1542 3.5918 -5.0620 0.46
H -1.3305 2.9569 -2.6576 0.44
H -0.3804 1.8342 -3.6134 0.23
H -3.1914 1.5089 -2.4838 0.36
H -1.8077 0.5022 -2.1705 -0.37
H -3.3036 -0.7246 -3.7826 0.33
H -1.6491 -0.4318 -4.3689 0.36
H -2.1471 -0.8387 -6.5402 0.41
H -3.4120 0.0256 -7.4314 0.42
H -3.8522 -1.1424 -6.1713 0.39
O -0.0123 3.5243 1.2677 -0.44
C -0.3297 2.2939 0.8699 0.54
O 0.3928 1.4307 1.5075 -0.71
O -1.1736 2.0825 0.0347 -0.59
H 0.7050 3.2330 2.0398 0.33
C 0.0911 6.8885 1.8960 -0.56
C 0.8190 8.1861 1.6199 0.50
O 0.9955 8.4821 0.4232 -0.74
O 1.1028 8.8872 2.6018 -0.74
H -0.0533 6.3246 0.9779 0.17
H -0.8975 7.1157 2.3169 0.24
H 0.5880 6.2320 2.6267 0.14
```

=====

Entry from OMol25: a 10-piece molecular cluster, C30H64NO12 overall at a distorted geometry (the ωB97M-V functional and the def2-TZVPD basis).

Summary:
multiplicity: 1
total charge: +1
energy: -2138.344825 Ha
LUMO: -2.290 eV
Kohn-Sham gap: 9.35 eV

Structure (XYZ):
```
107
Properties=species:S:1:pos:R:3:mulliken_charge:R:1
N -0.3030 0.1824 -0.4670 1.34
H -1.2110 0.2634 -0.1560 0.26
H 0.0850 -0.3466 0.4230 -0.49
H 0.0300 1.2054 -0.4340 -0.14
H -0.3830 -0.3076 -1.3780 -0.01
O 2.1100 -0.7576 -1.2860 0.11
C 3.1150 -1.2596 -1.7710 0.72
O 3.7380 -2.4206 -1.4540 -0.42
C 2.9280 -3.2686 -0.6590 -0.42
C 1.7060 -3.9706 -1.4340 -1.07
C 4.0960 -0.4866 -2.5570 -1.64
H 2.7550 -3.2536 0.4660 0.04
H 3.5530 -3.9496 -0.4280 0.70
H 1.1790 -4.5266 -0.8670 0.68
H 2.1820 -4.3016 -2.3630 0.31
H 1.0510 -3.1486 -1.6360 0.03
H 4.7360 0.0594 -1.9140 0.40
H 3.7420 0.3524 -3.0460 0.30
H 4.6960 -1.2956 -3.0300 0.37
O 1.6960 0.3884 6.0540 -0.53
C 0.9220 -0.5696 6.1440 0.68
O 0.4400 -1.3386 5.0020 -0.34
C 0.8620 -0.9316 3.6270 -0.22
C 0.2090 -1.9396 2.7210 -0.39
C 0.5290 -1.0746 7.4460 -1.08
H 1.8060 -1.0056 3.5980 0.90
H 0.6670 0.0834 3.3590 -0.30
H -0.8350 -1.7646 2.6080 -0.09
H 0.4920 -2.9506 2.8440 0.62
H 0.6840 -1.5616 1.8510 -0.33
H -0.4760 -1.6626 7.3620 0.28
H 0.4040 -0.4026 8.3060 0.35
H 1.2390 -1.8766 7.7170 0.28
O -1.2420 -2.4936 -0.2000 0.14
C -2.1900 -3.2406 -0.4580 0.54
O -2.8790 -3.9736 0.4460 -0.36
C -2.4400 -4.1476 1.8000 0.33
C -3.4560 -5.0586 2.5740 -1.57
C -2.6780 -3.5956 -1.8250 -1.00
H -2.3300 -3.1146 2.3150 -0.01
H -1.4320 -4.5266 1.7060 0.25
H -3.6630 -6.1056 2.0210 0.27
H -4.4050 -4.5996 2.6160 0.35
H -3.0500 -5.2116 3.4340 0.57
H -2.0180 -2.9776 -2.4980 -0.25
H -3.5740 -3.0726 -2.2830 0.28
H -2.7700 -4.5716 -1.8790 0.59
C 4.1270 1.8664 1.9610 -1.28
C 2.5770 1.9584 2.0610 0.55
O 1.7530 1.3954 1.1820 -0.04
C 1.9710 2.8384 3.1220 -0.32
H 4.3750 0.8974 1.4650 0.25
H 4.3940 1.7074 3.1340 0.31
H 4.9380 2.4684 1.3650 0.27
H 1.8100 3.8094 2.5420 0.14
H 2.5330 2.9644 4.1560 0.46
H 1.0760 2.2834 3.4580 -0.23
C 2.2320 4.4284 -0.6310 -0.50
C 3.7340 4.1514 -0.6940 0.37
O 4.6780 5.0034 -0.1550 -0.65
C 4.1800 3.0224 -1.4830 -0.13
H 1.5840 3.5334 -0.9240 -0.18
H 2.0610 5.3414 -1.1700 0.58
H 1.9600 4.6364 0.4110 0.05
H 4.1450 3.0214 -2.6120 0.43
H 3.4460 2.3764 -1.3450 -0.39
H 5.1020 2.6784 -1.1170 0.46
C 0.0540 -2.4796 -5.6190 -1.15
C -0.8070 -1.5786 -4.6470 0.59
O -0.1690 -0.7846 -3.7810 -0.46
C -2.2760 -1.4686 -4.9780 -0.62
H -0.1980 -3.7286 -5.4330 0.28
H 1.1500 -2.4576 -5.3250 0.26
H -0.2740 -2.1566 -6.5670 0.41
H -2.6110 -2.5316 -5.1960 0.33
H -2.3360 -0.6556 -5.6790 0.43
H -2.5710 -1.3106 -3.9080 -0.06
C 1.5140 1.9084 -3.7970 0.00
C 0.2700 2.8854 -3.6020 0.81
O -0.3570 2.8144 -2.4400 -0.48
C -0.1460 3.7374 -4.7020 -1.48
H 1.6770 1.3914 -3.0440 -0.95
H 2.4960 2.4604 -4.0060 0.34
H 1.2970 1.5314 -4.7220 0.65
H 0.5320 4.6344 -4.7660 0.29
H -1.1910 4.0124 -4.3940 0.34
H -0.2270 3.2434 -5.5480 0.48
C -1.2310 3.5214 1.3940 -0.97
C -1.6840 2.4354 2.4500 0.70
O -2.1190 1.1314 1.9090 -0.40
C -1.8820 2.8474 3.8030 -1.20
H -0.1770 3.5364 1.6850 0.04
H -1.5250 4.6184 1.8080 0.35
H -1.6590 3.2814 0.4690 0.41
H -1.4540 2.1474 4.5280 0.22
H -2.8100 3.0754 4.2710 0.40
H -1.4800 3.9104 3.8010 0.38
C -5.8970 0.6164 -1.2520 -1.48
C -4.7160 0.2324 -0.3500 0.74
O -3.4790 0.2234 -0.8160 -0.44
C -4.9190 0.3184 1.1150 -0.73
H -5.9720 1.5964 -1.4070 0.42
H -7.0230 0.3664 -0.8190 0.29
H -5.7550 0.2724 -2.1630 0.47
H -4.0130 -0.3376 1.5380 0.06
H -6.0170 -0.3506 1.3490 0.30
H -5.0050 1.2374 1.6970 0.29
```